# 1
The following is a DFT calculation (wB97M-V/def2-TZVPD) of one molecule with the formula C3H4N2O in a non-equilibrium geometry.

Cartesian coordinates (Å):
O (1.74, -1.21, -0.31)
N (-1.65, 0.09, -0.22)
N (-0.21, -1.70, 0.43)
C (-0.50, -0.45, 0.36)
C (0.50, 0.58, 0.35)
C (1.66, 0.06, -0.11)
H (-2.10, -0.49, -0.90)
H (0.19, 1.61, 0.35)
H (2.51, 0.74, -0.26)
H (-2.17, 0.79, 0.27)

## Properties
HOMO-LUMO gap (alpha / beta) = 8.46 / 6.99 eV
electronic energy = -301.30366 Eh
total charge = 0

Results of the Löwdin charge analysis, in e, for atoms 1 through 2: atom 1 (O): 0.014, atom 2 (N): 0.107

# 2
The following is a DFT calculation (wB97M-V/def2-TZVPD) of a 3-piece molecular cluster, C2H4O5 overall in a non-equilibrium geometry.

Cartesian coordinates (Å):
O (-2.78, 1.20, 0.18)
O (1.50, -0.72, -1.07)
O (2.08, 0.29, 0.84)
O (-0.71, 0.69, 0.63)
O (-1.22, -0.84, -1.12)
C (1.21, -0.47, 0.21)
C (-1.08, -0.02, -0.27)
H (0.77, -1.21, -1.49)
H (-3.12, 1.47, 1.05)
H (0.86, -1.30, 0.82)
H (2.49, 0.91, 0.22)

## Properties
HOMO-LUMO gap (alpha / beta) = 10.47 / 5.20 eV
electronic energy = -454.64950 Eh
total charge = 0

Results of the Löwdin charge analysis, in e, for atoms 1 through 2: atom 1 (O): -0.186, atom 2 (O): 0.083

# 3
The following is a DFT calculation (wB97M-V/def2-TZVPD) of one molecule with the formula C21H21ClN4O3 in a non-equilibrium geometry.

Cartesian coordinates (Å):
Cl (0.22, 1.28, 1.53)
O (-2.94, 1.69, 1.77)
O (-3.00, -2.43, 0.41)
O (-2.74, -1.73, -1.38)
N (1.47, 0.35, -0.65)
N (1.39, 0.25, -2.09)
N (-2.77, 3.88, 1.56)
N (-1.69, 4.42, -1.95)
C (-2.72, 0.07, 0.02)
C (4.37, -0.40, 1.53)
C (-0.73, 0.68, -0.95)
C (5.47, 0.31, 0.68)
C (2.80, 0.48, -0.46)
C (-2.13, 1.00, -1.00)
C (3.90, 0.62, -0.97)
C (3.14, -0.12, 1.06)
C (-2.72, 2.90, 0.90)
C (5.08, 0.54, -0.47)
C (-1.61, -4.19, 0.05)
C (-3.60, -0.57, 2.51)
C (-2.84, -1.42, -0.33)
C (-0.03, 0.36, -2.14)
C (-2.91, -3.62, 0.11)
C (-1.96, 3.30, -1.38)
C (-3.09, 0.46, 1.28)
C (-0.65, 0.08, -3.68)
C (0.37, 0.59, -0.07)
C (6.87, 0.13, 1.24)
C (-2.40, 2.54, -0.49)
H (-3.02, 4.10, 2.64)
H (3.66, 1.10, -2.10)
H (-2.74, 1.00, -1.74)
H (5.95, 0.83, -1.35)
H (2.25, -0.44, 1.98)
H (-4.51, -0.95, 2.08)
H (-1.47, -0.60, -3.33)
H (7.52, -0.21, 0.53)
H (-2.70, -1.23, 2.85)
H (-1.26, -3.59, -0.76)
H (-0.99, -4.26, 0.94)
H (0.15, -0.16, -4.22)
H (-2.52, 4.68, 0.93)
H (6.88, -0.57, 2.14)
H (-3.47, -4.05, 0.86)
H (4.58, -0.56, 2.36)
H (7.20, 1.03, 1.37)
H (-3.68, 0.14, 3.31)
H (-1.71, -5.15, -0.43)
H (-3.54, -3.69, -0.86)
H (-1.15, 1.11, -3.82)

## Properties
SMILES string = CCOC(=O)C1=C(C)OC(N)=C(C#N)[C@H]1c1c(C)nn(-c2ccc(C)cc2)c1Cl
HOMO-LUMO gap = 7.94 eV
electronic energy = -1717.06906 Eh
total charge = 0

Results of the Löwdin charge analysis, in e, for atoms 1 through 2: atom 1 (Cl): 0.781, atom 2 (O): -0.014

# 4
The following is a DFT calculation (wB97M-V/def2-TZVPD) of a 9-piece molecular cluster, C12H42O9 overall in a non-equilibrium geometry.

Cartesian coordinates (Å):
O (-0.86, -0.34, -0.11)
O (-0.92, 0.67, -2.91)
O (-5.19, -1.41, -1.90)
O (2.20, 2.71, 2.47)
O (1.66, 1.70, -2.97)
O (-1.73, -2.94, 1.57)
O (-2.99, 1.38, 2.41)
O (-0.07, -5.16, -1.83)
O (4.75, -1.21, -0.62)
C (-2.05, 2.32, 1.97)
C (0.44, -0.09, 0.32)
C (-4.17, -0.75, -1.16)
C (1.55, 0.73, 3.82)
C (-2.14, 1.00, -3.47)
C (2.58, 1.92, 3.61)
C (1.66, 3.20, -1.07)
C (3.87, -0.24, -0.04)
C (1.80, -3.78, -1.21)
C (0.21, -3.87, -1.33)
C (-2.37, -1.96, 2.31)
C (1.91, 3.04, -2.57)
H (1.63, 0.25, 4.79)
H (3.41, 0.26, -0.90)
H (1.74, -0.03, 3.06)
H (5.44, -0.77, -1.13)
H (0.51, 0.56, 1.19)
H (4.39, 0.44, 0.64)
H (2.54, 2.52, 4.52)
H (3.11, -0.73, 0.58)
H (2.11, -4.39, -0.36)
H (-1.60, -1.35, 2.78)
H (0.71, 1.54, -2.93)
H (-4.18, 0.34, -1.15)
H (0.52, 1.10, 3.79)
H (-0.21, -3.74, -0.33)
H (-1.06, 2.13, 2.39)
H (-3.16, -1.03, -1.44)
H (-2.90, -2.44, 3.14)
H (2.35, -4.08, -2.10)
H (1.25, 3.69, -3.15)
H (-1.22, -1.03, 0.45)
H (0.61, 3.00, -0.84)
H (2.31, 2.60, -0.43)
H (-1.87, 1.13, -4.52)
H (-2.49, -3.38, 1.16)
H (-2.60, 1.87, -3.00)
H (2.04, -2.74, -1.01)
H (-3.05, -1.33, 1.74)
H (-3.82, 1.45, 1.93)
H (2.93, 3.38, -2.79)
H (-4.33, -1.03, -0.12)
H (-2.89, 0.22, -3.36)
H (1.03, -1.00, 0.46)
H (-2.11, 2.20, 0.88)
H (0.92, 0.50, -0.45)
H (-1.00, -5.27, -2.02)
H (3.57, 1.53, 3.39)
H (-0.23, -3.13, -2.00)
H (3.03, 2.81, 2.00)
H (-2.32, 3.32, 2.32)
H (-6.08, -1.09, -1.69)
H (-1.04, 0.52, -1.97)
H (1.85, 4.24, -0.81)

## Properties
SMILES string = CCO.CCO.CCO.CO.CO.CO.CO.CO.CO
HOMO-LUMO gap = 10.04 eV
electronic energy = -1159.37861 Eh
total charge = 0

Results of the Löwdin charge analysis, in e, for atoms 1 through 2: atom 1 (O): -0.118, atom 2 (O): -0.118

# 5
The following is a DFT calculation (wB97M-V/def2-TZVPD) of one molecule with the formula H4NPSi in a non-equilibrium geometry.

Cartesian coordinates (Å):
P (-1.07, -1.47, 1.74)
Si (0.09, 0.50, -0.52)
N (-0.04, -0.79, 0.61)
H (0.67, 1.53, 0.23)
H (0.92, 0.34, -1.67)
H (-1.29, 1.13, -1.03)
H (-0.09, -2.52, 2.44)

## Properties
SMILES string = [H]/P=N/[SiH3]
HOMO-LUMO gap = 7.97 eV
electronic energy = -687.92332 Eh
total charge = 0

Results of the Löwdin charge analysis, in e, for atoms 1 through 2: atom 1 (P): 0.704, atom 2 (Si): 0.368

# 6
The following is a DFT calculation (wB97M-V/def2-TZVPD) of a 2-piece molecular cluster, C4H12N2S overall in a non-equilibrium geometry.

Cartesian coordinates (Å):
S (0.16, 0.26, -2.70)
N (-1.50, 1.53, 1.03)
N (-0.63, -1.00, 1.79)
C (-0.44, -0.56, 0.37)
C (-0.36, 0.90, 0.29)
C (0.67, -1.39, -0.40)
C (1.24, -0.48, -1.45)
H (-0.57, -2.00, 1.91)
H (0.39, 2.23, -1.94)
H (1.94, -1.09, -2.10)
H (0.16, -2.25, -0.79)
H (-1.36, -0.77, -0.22)
H (0.22, -0.60, 2.21)
H (-1.81, 2.49, 0.74)
H (-0.50, 1.19, -0.85)
H (-1.38, 1.36, 2.05)
H (1.43, -1.75, 0.35)
H (1.68, 0.47, -0.94)
H (0.65, 1.45, 0.66)

## Properties
HOMO-LUMO gap = 7.13 eV
electronic energy = -667.12842 Eh
total charge = 0

Results of the Löwdin charge analysis, in e, for atoms 1 through 2: atom 1 (S): 0.622, atom 2 (N): -0.034